[1]
One molecule with the formula CH2P2S3. Source: the Open Molecules 2025 dataset; level of theory: the ωB97M-V functional and the def2-TZVPD basis.

```
8
Properties=species:S:1:pos:R:3:forces:R:3
C 0.43390 -0.51942 0.00313 -0.5174 0.2035 -0.1199
P -1.36129 -0.08477 0.14914 -0.4416 0.0461 0.0801
P 1.31302 0.71311 -1.14283 0.3311 0.1309 0.8342
S -1.71303 1.40071 1.33892 0.3077 -0.8986 -0.7593
S -2.58356 -1.13672 -0.92792 0.9176 0.6658 0.6462
S 2.54281 1.64826 0.01524 -0.4833 -0.3505 -0.5332
H 0.87497 -0.50166 1.00180 -0.0435 0.1011 -0.1093
H 0.49317 -1.51951 -0.43748 -0.0705 0.1017 -0.0388
```
Positions in Å, forces in eV/Å.

Its total charge is 0. As for the energy relative to the best compared isomer or geometry (same formula, charge and spin): 14.95 kcal per mole. Its spin multiplicity is 1. For the HOMO energy, the calculation gives -9.4 eV.

---

[2]
One molecule with the formula CH2S2. Source: the Open Molecules 2025 dataset; level of theory: the ωB97M-V functional and the def2-TZVPD basis.

```
5
Properties=species:S:1:pos:R:3:forces:R:3
S 1.77404 -0.29832 -0.06434 -1.8372 0.6033 0.3230
C 0.26494 0.39594 0.00434 2.2997 3.3593 -0.6342
S -1.28528 -0.23642 -0.07433 -0.7542 -0.3049 0.2952
H 0.17230 1.63662 -0.02759 0.3049 -3.2623 0.1487
H -0.92600 -1.49781 0.16192 -0.0132 -0.3953 -0.1326
```
Positions in Å, forces in eV/Å.

Its total charge is 0. As for the energy relative to the best compared isomer or geometry (same formula, charge and spin): 8.73 kcal per mole. Its spin multiplicity is 1. As for the SMILES: S=CS. For the HOMO energy, the calculation gives -8.9 eV.

---

[3]
A 2-piece molecular cluster, CH2S2 overall. Source: the Open Molecules 2025 dataset; level of theory: the ωB97M-V functional and the def2-TZVPD basis.

```
5
Properties=species:S:1:pos:R:3:forces:R:3
C -0.72020 -0.97548 -0.11335 -0.4512 -1.2711 -1.2541
S -1.10838 0.49562 -0.34709 -0.3769 0.2278 0.3936
S -0.49759 -2.52254 -0.25386 0.2153 0.7484 0.6756
H 1.09135 1.28490 0.61890 -0.0905 -1.0280 1.5410
H 1.23482 1.71750 0.09539 0.7033 1.3228 -1.3561
```
Positions in Å, forces in eV/Å.

Its total charge is 0. As for the energy relative to the best compared isomer or geometry (same formula, charge and spin): 15.06 kcal per mole. Its spin multiplicity is 1. For the HOMO energy, the calculation gives -9.6 eV.

---

[4]
One molecule with the formula CH2S3. Source: the Open Molecules 2025 dataset; level of theory: the ωB97M-V functional and the def2-TZVPD basis.

```
6
Properties=species:S:1:pos:R:3:forces:R:3
S 1.14014 -1.26320 -0.00517 -0.0396 -0.0856 -0.0675
C 0.05984 -0.05852 -0.02921 -0.1980 0.0210 0.2007
S 0.44921 1.65076 -0.02155 0.7498 -0.0850 0.0958
S -1.69108 -0.21557 0.01089 -0.0057 -0.3884 -0.1291
H 1.78727 1.44914 0.18154 -0.6848 0.1263 -0.1499
H -1.74539 -1.56261 -0.13649 0.1783 0.4116 0.0500
```
Positions in Å, forces in eV/Å.

Its total charge is 0. As for the energy relative to the best compared isomer or geometry (same formula, charge and spin): 5.60 kcal per mole. Its spin multiplicity is 1. As for the SMILES: S=C(S)S. For the HOMO energy, the calculation gives -9.0 eV.

---

[5]
A 15-piece molecular cluster, CH32O15 overall. Source: the Open Molecules 2025 dataset; level of theory: the ωB97M-V functional and the def2-TZVPD basis.

```
48
Properties=species:S:1:pos:R:3:forces:R:3
O 15.89988 -51.23823 8.71429 0.2138 -0.3858 -0.8710
H 15.10656 -51.65756 8.07248 -0.4662 1.5212 1.5454
H 15.69909 -50.88716 9.65131 -0.0281 -0.4118 -2.3866
H 16.56427 -50.75166 8.13996 -1.1708 -0.2751 1.3761
C 12.35257 -51.37758 7.09622 -0.6423 -3.0992 -3.2136
O 13.65022 -51.32754 7.31842 5.2626 0.3387 1.7996
H 12.35891 -51.46337 5.94989 -1.9400 -0.1555 1.3129
H 11.76130 -50.63701 7.45663 -1.5120 3.3575 0.7460
H 11.92849 -52.19854 7.66103 -0.8482 -1.2686 -0.5624
O 9.85064 -49.55641 5.84567 -0.8148 -0.5672 -3.9302
H 9.03377 -49.96704 5.47461 0.8480 0.3466 0.8170
H 9.82988 -49.49310 6.74789 -0.4583 0.0680 3.4689
O 8.85160 -53.05189 6.44716 1.5169 2.6409 -0.2045
H 8.75998 -53.85742 6.87896 -0.7159 -2.6577 1.0616
H 9.72028 -52.79660 6.83978 -0.7559 0.0263 -0.8037
O 14.44109 -53.58678 6.12829 -1.0884 0.7106 1.0778
H 15.11755 -53.37401 5.47218 -0.4437 0.4677 0.3411
H 14.03060 -52.76844 6.67363 1.5952 -0.7547 -1.5889
O 12.38977 -48.12510 5.93322 -1.4896 0.2248 0.6069
H 13.21074 -48.52597 5.68361 0.6332 -0.4430 -0.6109
H 11.66109 -48.73941 5.71196 0.9690 0.5571 -0.0145
O 12.06664 -54.92067 5.81641 0.5139 9.4090 -0.0878
H 12.16563 -55.77107 5.73302 1.8168 -7.2143 -1.4258
H 12.94494 -54.34269 5.80747 -1.5050 -2.2984 0.2159
O 10.33405 -53.86973 9.66098 2.3111 2.1701 -0.4015
H 10.65427 -52.98886 10.02873 -0.1362 -1.3491 -1.2085
H 9.62320 -53.95878 10.23351 -2.4784 -1.1373 1.4150
O 13.70038 -49.05015 8.97823 3.9900 1.8932 -3.9067
H 13.46889 -49.60300 8.22363 0.4390 -0.0880 -0.5598
H 13.14244 -49.34243 9.58066 -4.1198 -1.8159 4.8067
O 11.01121 -49.54793 3.39746 -0.9092 -0.2396 3.2848
H 10.78957 -48.59876 3.30112 0.2574 -0.7853 0.1983
H 10.76957 -49.75920 4.43369 0.8570 0.8335 -4.0297
O 11.35272 -55.84848 8.10915 0.3706 0.0454 -1.2973
H 11.59329 -55.61668 7.16383 -0.5762 -0.2981 1.9275
H 11.39524 -54.95990 8.47549 -0.2431 -0.1885 0.5931
O 14.60994 -49.84296 5.31169 1.1686 3.4530 -1.7662
H 15.14026 -50.42331 4.81611 0.7196 -1.1705 -0.8850
H 14.13087 -50.28753 5.94626 -1.4283 -2.3636 2.6289
O 11.24368 -52.97553 3.72926 -3.1127 -6.1360 3.5676
H 11.91413 -53.52727 4.20315 -1.4583 -0.0329 -0.2383
H 11.76746 -52.37449 3.41881 4.3724 6.2864 -3.4398
O 10.75400 -51.35866 10.34449 -1.5400 2.5863 -3.2259
H 10.03511 -50.77494 9.85488 2.3281 -1.8762 1.0172
H 10.40829 -51.30752 11.20006 -0.5516 0.0147 2.5703
O 13.60919 -53.10432 9.56482 -0.3945 0.5504 1.9496
H 13.25627 -52.68288 8.80761 0.0588 0.3011 -2.3344
H 13.02339 -52.57825 10.14739 0.5858 -0.7902 0.6649
```
Positions in Å, forces in eV/Å.

Its total charge is 0. As for the energy relative to the best compared isomer or geometry (same formula, charge and spin): 44.64 kcal per mole. Its spin multiplicity is 1. For the HOMO energy, the calculation gives -9.5 eV.

---

[6]
A 16-piece molecular cluster, CH32O18 overall. Source: the Open Molecules 2025 dataset; level of theory: the ωB97M-V functional and the def2-TZVPD basis.

```
51
Properties=species:S:1:pos:R:3:forces:R:3
O 0.69565 -3.41961 -1.59302 1.1394 -0.5968 -0.6364
H 1.13965 -4.18861 -1.20102 -0.3849 -0.0657 0.1350
H 1.34165 -2.67661 -1.56002 0.5113 1.0670 0.1054
H -0.19535 -3.19961 -1.18902 -1.5069 0.2067 0.7740
C -0.60235 -0.20861 0.29298 1.6062 1.9906 1.1649
O 0.00665 0.30439 1.26498 0.5331 -0.3360 -1.6665
O 0.05865 -0.40161 -0.89102 -1.2501 -0.5719 0.2049
O -1.80435 -0.44661 0.35898 -1.0524 -1.5245 -1.4976
H 0.82865 0.15739 -0.85702 0.9545 0.3264 0.1692
O -1.60635 -3.00261 -0.51502 0.7901 -0.1336 -0.2064
H -1.81435 -2.06261 -0.39202 0.3653 0.7584 0.6404
H -2.39235 -3.26561 -0.97302 -0.6496 -0.8759 -0.6495
O 2.84365 1.28739 0.81398 1.0560 -1.5401 -0.0659
H 3.27265 1.01439 0.00098 0.1825 0.9436 -1.0827
H 3.02565 0.39439 1.20598 -1.0511 0.6758 0.9097
O -1.10335 -1.60761 3.03198 -0.3257 -0.1882 -1.0307
H -1.11135 -1.29661 2.10698 -0.3769 -0.4954 0.9043
H -0.57935 -0.91361 3.43698 0.4148 -0.2338 0.5262
O -2.78035 1.86139 -0.71102 -2.0400 2.8633 -1.1161
H -2.02035 2.42039 -0.65202 0.6983 0.0127 0.1480
H -2.60135 0.98739 -0.52102 1.0058 -2.4100 0.9627
O 0.12965 0.43639 4.34898 -0.7633 -0.2549 -0.3026
H -0.60135 0.79439 3.78598 0.4123 0.4126 0.4928
H 0.74265 1.15739 4.41398 0.4102 0.6125 0.0232
O -2.54235 -0.62361 -2.79802 -1.5681 -0.9508 -1.1956
H -3.50235 -0.84361 -2.72902 0.9656 0.4736 -0.3786
H -2.31335 -0.51561 -1.89802 0.6051 0.3051 1.7426
O -1.67935 1.74939 2.51898 0.4712 0.7218 0.5109
H -2.50935 1.30239 2.63198 -0.5586 -0.4337 -0.2095
H -1.10435 1.22539 1.92398 -0.4113 0.0771 0.3321
O 0.94665 3.17839 1.46098 1.2694 -1.0340 -0.0721
H 0.19565 3.26339 0.88598 -0.6031 -0.0865 -0.1515
H 1.39265 2.30939 1.22898 -0.6948 1.3709 0.2578
O 3.91765 0.85939 -1.98402 -0.1688 -0.7535 0.2103
H 3.08465 1.29739 -2.13802 -1.0435 -0.0821 -0.3108
H 4.51065 1.58639 -2.05802 1.3156 0.6245 -0.0891
O -0.95935 1.69739 -3.31602 0.9499 -0.4426 0.2653
H -0.01435 1.45639 -3.32202 -0.6794 0.0175 -0.4404
H -1.39735 0.85039 -3.10802 -0.2779 0.4912 -0.2178
O -4.27935 -1.23861 0.67498 -0.0984 0.9545 -0.4734
H -4.24735 -2.18261 0.69698 0.1278 -0.8250 0.2474
H -3.36435 -0.91161 0.57598 -0.6879 -0.3541 0.4502
O 2.07465 -0.98361 2.04498 0.7874 -0.7449 -0.7356
H 2.26565 -0.65061 2.90298 0.3809 0.0466 1.4651
H 1.27665 -0.47561 1.83898 -0.4723 0.0999 -0.4138
O 1.54265 2.22939 -2.23402 -2.0776 -0.7485 -0.4759
H 2.11865 2.85339 -1.85902 1.0446 1.6685 0.9751
H 0.63465 2.61339 -2.12302 0.8980 -0.4913 -0.1421
O 2.65865 -1.49661 -1.26202 -1.5841 -1.6941 0.6049
H 3.04065 -0.86561 -1.83102 0.8924 1.3721 -1.3375
H 3.38065 -1.80961 -0.73302 0.5389 -0.2245 0.6759
```
Positions in Å, forces in eV/Å.

Its total charge is 0. Its spin multiplicity is 1. For the HOMO energy, the calculation gives -10.0 eV.

---

[7]
A 15-piece molecular cluster, CH33NO14 overall. Source: the Open Molecules 2025 dataset; level of theory: the ωB97M-V functional and the def2-TZVPD basis.

```
49
Properties=species:S:1:pos:R:3:forces:R:3
C 0.27652 -0.43660 0.19332 0.1120 3.4721 0.3115
N 1.12868 -1.45240 -0.46109 -2.7851 -0.3798 -0.7483
H 0.71820 0.61891 0.06425 0.3678 -1.7612 -0.0041
H 0.06895 -0.43051 1.26505 0.8700 -1.1150 0.0746
H -0.74143 -0.23281 -0.15032 -0.1605 -0.9730 -0.7932
H 0.76398 -2.36776 -0.18698 0.7153 -0.1487 0.9585
H 0.64243 -1.56115 -1.38042 0.9368 0.8447 0.1533
H 3.07202 3.16638 -1.17905 0.4484 0.2227 -0.3023
H 3.16990 1.68201 -1.71354 0.3442 0.0104 -0.0607
O 2.71969 2.28584 -1.11143 -0.8293 -0.4814 0.4269
H -2.58578 -1.35692 1.89413 -1.1310 0.0683 -0.3038
H -1.77961 -2.65047 2.32046 -0.5731 -0.3485 0.2701
O -1.73134 -1.72698 2.10918 1.5145 0.5118 0.3333
H 3.97090 -1.06305 -2.44009 0.0858 0.3816 -0.3088
H 3.66676 -0.71748 -1.03671 0.3078 0.0329 0.4388
O 4.14927 -0.37023 -1.79208 -0.0265 0.0248 -0.2561
H -0.97270 -2.57766 -0.16251 -0.7592 0.3607 -0.8247
H -1.08401 -3.67006 0.70898 -0.2856 -0.9373 0.2466
O -1.36971 -3.45736 -0.18216 0.6924 0.2630 0.3668
H -3.40467 2.27018 0.75805 0.1671 0.0939 -0.4097
H -2.06460 2.24203 -0.09814 -0.1799 0.4280 -0.0913
O -2.97261 1.86417 -0.00742 -0.1465 0.6822 -0.1519
H 3.09490 1.03509 3.06156 -0.0299 -0.0736 -0.1380
H 2.28642 -0.24734 2.55503 0.0023 2.6892 1.1563
O 2.19624 0.72012 2.91131 0.4874 -3.5534 -0.8162
H 1.49606 -1.28555 -3.10092 -0.3159 -0.1676 0.4143
H 1.59873 -0.45290 -4.34774 0.3610 -0.1501 0.1915
O 2.14196 -0.94486 -3.71122 -0.1817 0.2830 -0.8576
H -3.18380 0.52913 -1.26045 0.0469 -0.5788 -0.3871
H -3.38235 1.05703 -2.58148 0.0371 -0.4614 -0.5388
O -3.21342 0.19089 -2.17788 -0.2631 1.0031 0.4873
H 0.51616 1.69270 2.05557 0.6236 0.2982 -0.4009
H 0.48248 2.41456 3.27291 0.0654 0.5918 0.3319
O 0.71830 2.58862 2.35618 -0.7501 0.3330 -0.2333
H -0.20030 1.79598 -0.45867 0.1018 0.8862 -0.2980
H 0.06563 3.27342 -0.09632 0.5157 0.2928 0.4214
O -0.58995 2.69433 -0.47215 -0.2758 -1.0302 -0.3308
H -3.43419 0.38909 0.53859 -0.5527 -0.6270 1.6480
H -3.76591 0.60970 2.02603 0.2351 0.3703 0.6146
O -3.81137 -0.05768 1.35231 -0.1242 -0.9555 -1.3327
H 2.69000 -1.53909 0.31582 -0.2682 -0.1394 -0.1094
H 3.85653 -1.39931 1.33417 0.2540 0.1544 0.1628
O 3.56220 -1.88737 0.56717 0.2521 -0.2283 0.2449
H -2.01889 -1.19167 -2.64915 -0.1573 0.6376 0.5753
H -1.07851 -2.03354 -3.41593 0.3637 -0.2362 0.1885
O -1.12060 -1.54396 -2.58470 0.1481 -0.3799 -0.7512
H -1.52248 1.83460 1.89044 0.3541 -0.2187 -0.1148
H -1.36342 0.40360 2.53688 0.0706 -0.7404 -0.3832
O -1.66127 1.29634 2.67120 -0.6855 0.7487 0.9296
```
Positions in Å, forces in eV/Å.

Its total charge is 0. As for the energy relative to the best compared isomer or geometry (same formula, charge and spin): 18.48 kcal per mole. Its spin multiplicity is 1. For the HOMO energy, the calculation gives -10.5 eV.